# 1
{
  "formula": "H80O40",
  "method": "the ωB97M-V functional and the def2-TZVPD basis",
  "e_above_lowest_kcal_mol": 149.75,
  "orbital_gap_ev": [1.813, 9.655],
  "e_tot_ha": -3057.313912,
  "spin_multiplicity": 2,
  "charge": -1,
  "e_lumo_ev": [1.543, 1.568],
  "species": ["H", "H", "O", "H", "H", "O", "H", "H", "O", "H", "H", "O", "H", "H", "O", "H", "O", "H", "O", "H", "H", "O", "H", "H", "O", "H", "H", "O", "H", "H", "O", "H", "O", "H", "H", "O", "H", "H", "O", "H", "H", "O", "H", "H", "O", "H", "H", "O", "H", "H", "O", "H", "O", "H", "H", "O", "H", "O", "H", "H", "O", "H", "H", "O", "H", "H", "O", "H", "H", "O", "H", "H", "O", "H", "H", "O", "H", "H", "O", "H", "H", "O", "H", "H", "O", "H", "H", "O", "H", "O", "H", "H", "O", "H", "H", "H", "H", "H", "H", "O", "H", "H", "O", "H", "H", "O", "H", "H", "O", "H", "H", "O", "H", "H", "O", "H", "H", "O", "H", "H"],
  "xyz": [[-2.314, 3.931, -0.500], [-1.265, 4.215, -1.391], [-1.905, 3.546, -1.304], [-0.723, -5.333, -1.744], [-0.644, -5.680, -3.346], [-0.208, -5.342, -2.583], [-2.333, 1.713, -2.184], [-2.451, 0.558, -3.216], [-2.176, 0.813, -2.364], [-1.005, 5.927, 2.162], [-0.220, 6.650, 1.205], [-0.046, 6.166, 2.027], [2.015, -1.961, 3.213], [1.973, -0.876, 4.433], [1.533, -1.147, 3.629], [3.012, 1.639, 4.371], [3.126, 2.593, 4.761], [1.601, 5.855, 3.109], [1.437, 5.172, 3.744], [1.230, 0.510, -1.337], [-0.226, 0.669, -1.741], [0.303, 0.572, -1.015], [1.704, -5.331, -0.133], [0.602, -5.436, 0.760], [1.435, -5.848, 0.606], [3.721, 2.896, 0.437], [4.274, 1.803, 1.253], [3.419, 2.293, 1.261], [1.988, -4.310, -3.056], [1.650, -3.668, -1.757], [2.017, -3.407, -2.689], [2.496, -4.144, 2.850], [1.652, -4.071, 3.235], [1.737, -2.522, 1.172], [1.370, -1.730, 0.006], [2.119, -1.971, 0.540], [-3.603, -4.406, -1.295], [-3.913, -4.798, -2.855], [-3.351, -4.887, -2.062], [-0.858, 4.178, -4.847], [0.616, 3.401, -4.255], [-0.183, 3.905, -4.090], [2.867, 2.605, -3.859], [2.722, 3.298, -2.407], [3.180, 2.655, -2.968], [2.668, 0.814, -2.992], [2.011, -0.506, -3.507], [2.674, 0.095, -3.634], [4.953, -0.926, 3.738], [3.712, -0.601, 2.965], [4.224, -0.292, 3.866], [-4.145, 1.896, -0.634], [-3.902, 2.192, 0.206], [-4.289, 1.973, -4.529], [-2.947, 1.840, -3.571], [-3.401, 1.662, -4.438], [5.289, -3.398, -0.579], [4.584, -3.982, -0.243], [-0.249, 5.102, -2.648], [-0.225, 6.503, -2.113], [-0.205, 5.613, -1.831], [6.256, 1.283, -0.961], [5.427, 0.017, -1.011], [5.650, 0.745, -0.363], [4.917, -3.004, -2.627], [4.092, -4.292, -2.987], [4.964, -3.875, -2.841], [-1.613, -1.839, 3.919], [-2.305, -1.275, 2.719], [-2.491, -1.345, 3.696], [-6.395, 0.173, -0.629], [-6.279, 1.071, 0.554], [-6.677, 0.981, -0.263], [1.268, 2.158, 1.576], [0.453, 1.700, 0.281], [0.471, 2.163, 1.162], [-3.417, -2.105, -3.511], [-4.586, -0.900, -3.362], [-3.826, -1.376, -3.108], [-5.064, 2.015, 3.996], [-5.238, 2.976, 2.750], [-4.831, 2.185, 3.038], [-3.920, -1.813, -0.143], [-3.480, -2.411, -1.628], [-3.242, -2.434, -0.688], [2.257, -2.952, -4.569], [1.361, -1.836, -5.153], [1.481, -2.792, -5.118], [-3.363, 2.352, 4.139], [-2.753, 2.435, 4.875], [-0.939, -2.799, -0.782], [-0.554, -2.412, -2.279], [-0.534, -3.150, -1.613], [-3.045, 1.875, 0.570], [3.055, 2.347, 5.650], [4.730, -4.283, 0.666], [2.194, 4.489, 3.805], [0.967, -4.693, 2.896], [-2.339, 3.249, 4.628], [-0.248, -3.707, 4.788], [0.686, -3.586, 5.106], [-0.918, -3.404, 5.415], [-2.462, -3.242, -4.501], [-1.810, -2.750, -5.006], [-1.983, -3.996, -4.174], [3.269, -0.227, -1.043], [2.936, -0.146, -0.096], [3.069, -1.086, -1.528], [-1.104, -0.107, 2.072], [-0.363, 0.381, 1.669], [-1.280, 0.562, 2.731], [-5.192, -0.439, 4.633], [-4.313, -0.282, 4.838], [-4.965, -1.342, 4.274], [-1.207, 3.629, 1.925], [-0.719, 3.452, 1.150], [-0.787, 4.208, 2.621], [2.194, 4.042, -0.867], [1.928, 4.681, -0.237], [2.750, 3.359, -0.446]]
}

***

# 2
{
  "formula": "C26H78O13",
  "method": "the ωB97M-V functional and the def2-TZVPD basis",
  "e_above_lowest_kcal_mol": 44.95,
  "orbital_gap_ev": 9.956,
  "e_tot_ha": -2015.396029,
  "charge": 0,
  "e_lumo_ev": 0.269,
  "species": ["C", "C", "O", "H", "H", "H", "H", "H", "H", "C", "C", "O", "H", "H", "H", "H", "H", "H", "C", "C", "O", "H", "H", "H", "H", "H", "H", "C", "C", "O", "H", "H", "H", "H", "H", "H", "C", "C", "O", "H", "H", "H", "H", "H", "H", "C", "C", "O", "H", "H", "H", "H", "H", "H", "C", "C", "O", "H", "H", "H", "H", "H", "H", "C", "C", "O", "H", "H", "H", "H", "H", "H", "C", "C", "O", "H", "H", "H", "H", "H", "H", "C", "C", "O", "H", "H", "H", "H", "H", "H", "C", "C", "O", "H", "H", "H", "H", "H", "H", "C", "C", "O", "H", "H", "H", "H", "H", "H", "C", "C", "O", "H", "H", "H", "H", "H", "H"],
  "xyz": [[3.773, -0.208, -3.466], [3.790, 0.863, -2.440], [2.875, 0.501, -1.440], [4.463, 0.154, -4.224], [2.808, -0.292, -3.922], [4.131, -1.186, -3.073], [3.501, 1.807, -2.943], [4.809, 1.073, -2.037], [2.577, 1.361, -1.026], [4.736, -2.035, 2.261], [3.822, -1.564, 1.167], [4.626, -0.703, 0.348], [5.549, -2.655, 1.885], [4.233, -2.492, 3.108], [5.291, -1.126, 2.578], [2.961, -1.027, 1.661], [3.459, -2.392, 0.515], [4.079, -0.335, -0.379], [-0.462, -0.253, 5.176], [0.771, 0.682, 5.160], [1.845, 0.152, 4.464], [-1.324, 0.272, 5.564], [-0.350, -1.199, 5.662], [-0.729, -0.486, 4.115], [1.034, 0.883, 6.154], [0.439, 1.600, 4.630], [2.320, -0.412, 5.036], [-6.004, -2.449, -1.028], [-4.600, -2.442, -1.570], [-3.691, -1.770, -0.684], [-6.676, -3.068, -1.622], [-6.541, -1.476, -1.040], [-6.071, -2.747, 0.000], [-4.565, -1.926, -2.529], [-4.274, -3.456, -1.696], [-2.936, -1.484, -1.229], [5.921, 3.842, 2.034], [5.524, 2.465, 2.474], [5.064, 1.902, 1.209], [5.020, 4.301, 1.609], [6.641, 3.869, 1.201], [6.337, 4.498, 2.834], [4.652, 2.497, 3.125], [6.295, 1.851, 2.917], [5.177, 0.928, 1.141], [0.007, -0.401, -0.248], [0.158, -0.844, 1.187], [0.712, 0.266, 1.943], [-0.680, -1.156, -0.722], [0.988, -0.358, -0.701], [-0.368, 0.639, -0.323], [0.766, -1.764, 1.124], [-0.777, -1.111, 1.635], [1.319, 0.026, 2.663], [-0.796, 2.820, -4.560], [-1.658, 2.782, -3.389], [-1.213, 1.660, -2.585], [-1.056, 3.601, -5.264], [-0.761, 1.840, -5.070], [0.247, 3.074, -4.331], [-2.736, 2.599, -3.645], [-1.566, 3.679, -2.835], [-1.771, 1.658, -1.794], [0.905, 4.173, -0.093], [1.753, 3.034, 0.477], [2.959, 2.879, -0.257], [1.417, 5.152, -0.023], [-0.055, 4.146, 0.502], [0.820, 3.986, -1.168], [1.187, 2.126, 0.549], [1.964, 3.312, 1.525], [3.679, 2.580, 0.325], [-4.900, 1.371, -1.926], [-4.416, 1.642, -0.518], [-3.109, 2.165, -0.562], [-4.324, 0.540, -2.300], [-4.745, 2.309, -2.519], [-5.963, 1.125, -1.848], [-4.422, 0.715, 0.082], [-5.081, 2.390, -0.074], [-2.701, 2.047, 0.350], [-1.466, 3.844, 3.026], [-2.072, 2.459, 3.090], [-1.769, 1.725, 1.923], [-1.505, 4.244, 2.022], [-0.409, 3.680, 3.232], [-1.872, 4.545, 3.765], [-3.167, 2.557, 3.127], [-1.751, 1.905, 3.964], [-0.910, 1.272, 1.984], [-1.909, -1.481, -5.587], [-1.277, -1.518, -4.247], [-2.055, -0.799, -3.295], [-1.266, -1.942, -6.363], [-1.985, -0.461, -5.906], [-2.923, -1.926, -5.498], [-0.320, -1.057, -4.296], [-1.118, -2.603, -3.980], [-1.726, 0.126, -3.139], [1.486, -6.255, -2.375], [1.169, -5.455, -1.148], [-0.268, -5.110, -1.103], [2.583, -6.321, -2.591], [1.097, -5.749, -3.329], [1.048, -7.303, -2.307], [1.694, -4.551, -1.214], [1.410, -6.033, -0.287], [-0.600, -5.321, -0.231], [-2.182, -3.222, 2.723], [-3.258, -2.128, 2.918], [-4.362, -2.227, 2.028], [-1.681, -3.206, 1.740], [-2.711, -4.230, 2.631], [-1.501, -3.226, 3.551], [-2.742, -1.143, 2.793], [-3.755, -2.071, 3.923], [-4.010, -2.040, 1.172]]
}